(1)
The following is a quantum chemistry calculation of an isolated molecule of C6H10O, from the Open Molecules 2025 dataset.

Each line ends with the Mulliken charge.
CARTESIAN COORDINATES (ANGSTROEM)
O 2.665 0.163 1.237  -0.27
C 2.523 -1.129 1.229  -0.26
C 1.531 -0.175 -0.032  -0.28
C 0.247 0.385 0.532  -0.83
C -0.812 0.636 -0.523  -0.02
C -1.718 -0.479 -0.967  -0.54
C -2.255 0.623 -0.099  -0.64
H 3.535 -1.585 0.972  0.13
H 2.069 0.515 -0.687  0.35
H 1.408 -1.117 -0.591  0.34
H 0.494 1.321 1.040  0.27
H -0.130 -0.309 1.289  0.31
H -0.551 1.376 -1.279  0.42
H -2.032 -0.510 -2.006  0.27
H -1.572 -1.456 -0.513  0.24
H -2.933 1.346 -0.543  0.26
H -2.469 0.394 0.942  0.24

Its charge is 0. Its HOMO-LUMO gap is 8.46 eV. The calculation puts the energy above the lowest of the compared OMol25 structures with the same formula, charge and spin at 130.3 kcal per mole. The highest occupied orbital energy comes out at -7.7 eV.



(2)
The following is a quantum chemistry calculation of the ion C26H26F2N with charge +1, from the Open Molecules 2025 dataset.

Each line ends with the Mulliken charge.
CARTESIAN COORDINATES (ANGSTROEM)
F -7.420 0.907 -2.740  -0.29
C -6.142 1.072 -2.241  -0.03
C -5.802 2.311 -1.710  -0.43
C -4.571 2.435 -1.051  -0.76
C -3.696 1.336 -0.990  -0.45
C -3.958 0.112 -1.655  0.16
C -2.820 -0.951 -1.771  0.26
C -1.436 -1.265 -0.545  -1.10
C -0.532 -2.308 0.094  0.09
C 0.123 -3.356 -0.777  0.32
C 1.059 -3.011 -1.776  0.04
C 1.674 -3.990 -2.553  -0.71
C 1.457 -5.348 -2.317  -0.50
C 0.564 -5.711 -1.301  -0.98
C -0.086 -4.735 -0.540  0.44
N 0.029 -2.209 1.349  0.36
C -0.474 -1.214 2.358  -0.61
C 0.442 -0.896 3.522  -0.87
C 1.077 -2.104 4.155  -0.72
C 1.830 -2.890 3.089  -0.84
C 0.984 -3.245 1.864  -0.48
C -3.306 -2.351 -1.949  0.46
C -2.414 -3.188 -2.642  -0.82
C -2.791 -4.493 -2.922  -0.37
C -4.122 -4.909 -2.699  -0.82
C -4.963 -4.069 -1.969  0.35
F -6.278 -4.452 -1.757  -0.31
C -4.514 -2.858 -1.467  -0.85
C -5.286 -0.029 -2.142  -0.21
H -6.522 3.116 -1.676  0.43
H -4.302 3.378 -0.561  0.38
H -2.794 1.431 -0.394  0.30
H -2.270 -0.684 -2.808  0.43
H -0.717 -0.580 -1.180  0.22
H -2.049 -0.760 0.235  0.50
H 1.258 -1.952 -1.937  0.43
H 2.319 -3.683 -3.371  0.42
H 1.902 -6.101 -2.964  0.40
H 0.362 -6.767 -1.124  0.41
H -0.822 -5.026 0.214  0.48
H -1.424 -1.610 2.723  0.39
H -0.710 -0.287 1.836  0.39
H -0.142 -0.397 4.284  0.39
H 1.207 -0.199 3.200  0.36
H 1.754 -1.830 4.971  0.35
H 0.324 -2.752 4.620  0.34
H 2.731 -2.338 2.780  0.36
H 2.183 -3.829 3.529  0.38
H 0.383 -4.139 2.107  0.36
H 1.716 -3.513 1.089  0.29
H -1.422 -2.822 -2.882  0.54
H -2.059 -5.189 -3.347  0.43
H -4.481 -5.904 -2.958  0.43
H -5.097 -2.314 -0.716  0.76
H -5.709 -0.986 -2.452  0.49

Its charge is +1. Its HOMO-LUMO gap is 7.22 eV. The calculation puts the energy above the lowest of the compared OMol25 structures with the same formula, charge and spin at 74.9 kcal per mole. The highest occupied orbital energy comes out at -11.4 eV.



(3)
The following is a quantum chemistry calculation of a structure of composition C28H34AsF3N2O2PtSb, from the Open Molecules 2025 dataset.

Each line ends with the Mulliken charge.
CARTESIAN COORDINATES (ANGSTROEM)
Pt -0.527 -0.517 0.209  1.62
C -1.592 3.259 -1.567  -1.57
C -1.409 2.011 -0.773  1.00
N -0.469 1.134 -0.960  0.17
O 0.501 1.259 -1.927  -0.29
C -2.331 1.674 0.290  -0.14
C -3.565 2.453 0.599  -1.49
N -2.028 0.580 0.982  0.13
O -2.797 0.058 1.814  -0.68
H -0.933 3.342 -2.429  0.52
H -1.443 4.133 -0.931  0.33
H -2.613 3.291 -1.947  0.24
H 0.436 2.148 -2.306  0.34
H -4.093 2.731 -0.314  0.33
H -3.331 3.371 1.143  0.33
H -4.229 1.852 1.214  0.42
C 2.498 -1.664 2.586  -1.23
C 1.458 -2.735 2.273  -0.54
As -0.336 -2.001 2.113  0.18
C -1.530 -3.538 2.096  -0.21
C -1.089 -4.747 2.912  -1.43
C -0.636 -1.057 3.784  -0.55
C -0.642 -1.927 5.034  -1.32
H 3.500 -2.089 2.557  0.39
H 2.350 -1.240 3.579  0.30
H 2.466 -0.844 1.864  0.26
H 1.421 -3.494 3.056  0.50
H 1.685 -3.248 1.337  0.47
H -1.628 -3.808 1.044  0.04
H -2.498 -3.147 2.420  0.52
H -0.186 -5.198 2.499  0.33
H -1.867 -5.510 2.898  0.43
H -0.892 -4.499 3.954  0.27
H -1.584 -0.538 3.644  0.44
H 0.145 -0.296 3.835  0.50
H -1.514 -2.579 5.066  0.31
H -0.675 -1.296 5.923  0.40
H 0.251 -2.550 5.114  0.31
F 2.937 -3.918 -5.996  -0.32
C 1.983 -3.495 -5.157  0.25
C 0.815 -4.227 -5.052  -0.65
C -0.169 -3.781 -4.183  -0.44
C 0.016 -2.624 -3.431  0.37
C 1.216 -1.924 -3.548  -0.62
C 2.207 -2.348 -4.419  -0.66
Sb -1.413 -1.893 -2.052  0.52
C -2.271 -0.303 -3.168  0.07
C -1.579 0.344 -4.187  -0.32
C -2.149 1.411 -4.867  -0.68
C -3.420 1.819 -4.506  0.36
F -3.977 2.851 -5.155  -0.36
C -4.138 1.201 -3.498  -0.77
C -3.550 0.137 -2.830  -0.52
C -3.023 -3.237 -2.287  -0.16
C -3.590 -3.903 -1.205  -0.33
C -4.666 -4.760 -1.382  -0.50
C -5.162 -4.932 -2.658  0.22
F -6.199 -5.757 -2.841  -0.32
C -4.635 -4.275 -3.756  -0.73
C -3.564 -3.420 -3.560  -0.37
H 0.690 -5.124 -5.642  0.47
H -1.084 -4.354 -4.098  0.40
H 1.393 -1.031 -2.956  0.33
H 3.142 -1.814 -4.527  0.47
H -0.590 0.009 -4.477  0.46
H -1.636 1.913 -5.677  0.50
H -5.137 1.542 -3.263  0.50
H -4.115 -0.362 -2.049  0.48
H -3.210 -3.747 -0.204  0.21
H -5.122 -5.284 -0.553  0.49
H -5.067 -4.433 -4.735  0.47
H -3.157 -2.887 -4.412  0.55

Its charge is +1. Its HOMO-LUMO gap is 6.91 eV. The calculation puts the energy above the lowest of the compared OMol25 structures with the same formula, charge and spin at 31.3 kcal per mole. The highest occupied orbital energy comes out at -10.8 eV.